Entry 1:
{"formula": "C3H3N3O2", "method": "ωB97M-V/def2-TZVPD", "elements": ["C", "C", "C", "H", "H", "H", "N", "N", "N", "O", "O"], "xyz": [[0.4536, -0.3841, 0.0583], [-1.0966, 1.1155, 0.0546], [-0.8634, 0.6447, 1.5184], [1.1177, -1.0515, -2.0840], [1.3072, -2.3425, 0.5651], [-1.5240, 1.0221, 2.4192], [1.6124, -1.0584, -0.2144], [-0.1949, 0.3141, -0.8061], [0.1627, -0.1944, 1.5212], [1.3011, -1.9690, -1.4721], [-1.6666, 2.0547, -0.3020]], "homo_ha": -0.3940, "charge": 0}



Entry 2:
{"formula": "C3H3N3O2", "method": "ωB97M-V/def2-TZVPD", "elements": ["N", "C", "N", "C", "C", "O", "O", "N", "H", "H", "H"], "xyz": [[-2.1826, -0.2189, 0.4419], [-0.7822, -0.2234, -0.2296], [-0.2509, 0.9910, -0.2194], [1.0224, 1.0445, -0.2021], [1.9331, -0.1898, 0.0186], [3.1250, -0.2338, 0.2602], [1.1394, -1.3720, -0.0705], [-0.2516, -1.3012, -0.3504], [-2.5265, 0.7204, 0.1479], [-2.9156, -1.0691, 0.1680], [1.6893, 1.8523, 0.0352]], "homo_ha": -0.3676, "charge": 0, "smiles": "Nc1ncc(=O)on1"}



Entry 3:
{"formula": "C3H3N3O2", "method": "ωB97M-V/def2-TZVPD", "elements": ["H", "N", "C", "N", "C", "O", "C", "O", "N", "H", "H"], "xyz": [[2.7141, -0.4634, 0.1185], [2.0855, -1.2622, 0.2427], [1.0003, -0.6008, -0.1325], [1.2280, 1.0152, -0.3009], [0.1825, 1.5788, -0.0798], [-1.1626, 1.0452, 0.1131], [-1.2053, -0.3980, -0.1885], [-2.4575, -0.6826, 0.0149], [-0.1839, -1.2465, -0.3408], [0.2736, 2.7535, 0.3349], [-2.4747, -1.7392, 0.2185]], "homo_ha": -0.3616, "charge": 0, "smiles": "[H]/N=c1\\ncoc(O)n1"}



Entry 4:
{"formula": "C3H3N3O2", "method": "ωB97M-V/def2-TZVPD", "elements": ["O", "C", "N", "N", "C", "C", "O", "N", "H", "H", "H"], "xyz": [[-3.1231, 0.1237, 0.1439], [-2.1510, -0.5566, -0.1271], [-0.8092, -0.0429, -0.1542], [-0.5320, 1.2495, -0.0478], [0.7390, 1.2982, -0.0870], [1.2469, -0.0823, -0.0970], [2.5175, -0.3443, 0.0455], [0.2407, -0.9025, -0.1530], [-2.0987, -1.6803, -0.1144], [1.2732, 2.2073, 0.0017], [2.6967, -1.2698, 0.5895]], "homo_ha": -0.3560, "charge": 0, "smiles": "O=Cn1ncc(O)n1"}



Entry 5:
{"formula": "C3H3N3O2", "method": "ωB97M-V/def2-TZVPD", "elements": ["O", "C", "N", "C", "N", "N", "C", "O", "H", "H", "H"], "xyz": [[0.9073, -1.6513, 1.3217], [0.9143, -0.5229, 1.9770], [0.4632, 0.5080, 1.3356], [0.0008, 0.4679, 0.1646], [0.0667, -0.4913, -0.7473], [-0.4902, -0.3045, -2.0106], [-1.0574, 0.8312, -1.7725], [-0.8311, 1.3307, -0.4203], [1.4112, -0.3141, 2.9961], [0.5222, -1.4580, -0.6499], [-1.9070, 1.6042, -2.1944]], "homo_ha": -0.3525, "charge": 0, "smiles": "O=C/N=c1\\[nH]nco1"}



Entry 6:
{"formula": "C3H3N3O2", "method": "ωB97M-V/def2-TZVPD", "elements": ["H", "N", "C", "N", "N", "C", "C", "O", "O", "H", "H"], "xyz": [[-3.2862, -1.8089, -0.3410], [-2.6650, -1.0142, -0.7854], [-1.5204, -0.8277, -0.2791], [-0.4844, -1.7124, 0.3638], [0.6198, -1.0742, 0.3919], [0.4039, 0.2485, -0.1203], [1.2925, 1.2784, 0.1494], [2.4503, 0.7464, 0.5763], [-0.8833, 0.3217, -0.6238], [1.2362, 2.2852, -0.0842], [2.8366, 1.5571, 0.7525]], "homo_ha": -0.3231, "charge": 0, "smiles": "[H]/N=C1N=N/C(=C\\O)O\\1"}



Entry 7:
{"formula": "C3H3N3O2", "method": "ωB97M-V/def2-TZVPD", "elements": ["C", "C", "C", "H", "H", "H", "N", "N", "N", "O", "O"], "xyz": [[-1.7954, 0.3796, -0.0284], [-0.4922, 0.5526, 0.0239], [1.2991, -0.2323, -0.1480], [-1.3219, -1.3142, -0.1407], [-2.7122, 1.0095, 0.1884], [3.1959, -0.5333, 0.4416], [0.2327, 1.6251, -0.1088], [1.3987, 1.0854, -0.0188], [0.0651, -0.7345, -0.2875], [-2.2960, -0.8797, 0.0392], [2.4263, -0.9582, 0.0390]], "homo_ha": -0.3583, "charge": 0}



Entry 8:
{"formula": "C3H3N3O2", "method": "ωB97M-V/def2-TZVPD", "elements": ["H", "N", "C", "N", "C", "N", "C", "O", "O", "H", "H"], "xyz": [[-2.0215, -1.8490, -0.0505], [-2.2395, -0.8927, -0.2536], [-1.1218, -0.2930, 0.1059], [-1.1229, 1.1314, -0.1198], [0.2072, 1.6155, 0.0337], [1.4044, 0.9831, 0.1833], [1.1092, -0.4005, 0.0927], [2.1110, -1.0657, -0.4590], [-0.0677, -0.9949, 0.5579], [-2.0114, 1.4830, -0.6561], [0.2247, 2.7672, -0.1475]], "homo_ha": -0.3717, "charge": 0, "smiles": "[H]/N=c1/[nH]cnc(=O)o1"}



Entry 9:
{"formula": "C3H3N3O3", "method": "ωB97M-V/def2-TZVPD", "elements": ["H", "N", "C", "N", "N", "O", "C", "O", "C", "O", "H", "H"], "xyz": [[-2.3210, 1.4981, 0.1140], [-2.5175, 0.5079, 0.0917], [-1.4096, -0.0697, -0.0435], [-1.4469, -1.5326, -0.1511], [-0.5025, -2.2770, -0.0868], [0.9118, -1.6793, 0.1177], [1.0216, -0.3408, -0.0165], [2.2718, 0.1552, -0.0818], [-0.0460, 0.4664, -0.0466], [0.0823, 1.8757, -0.0717], [2.9040, -0.6318, 0.2218], [1.0520, 2.0278, -0.0472]], "homo_ha": -0.3230, "charge": 0, "smiles": "[H]/N=c1/nnoc(O)c1O"}



Entry 10:
{"formula": "C3H3N3O4S2", "method": "ωB97M-V/def2-TZVPD", "elements": ["C", "C", "C", "N", "N", "N", "O", "O", "O", "O", "S", "S", "H", "H", "H"], "xyz": [[1.3470, -0.2209, -0.8979], [2.6501, -0.6379, -0.6565], [0.8016, -0.0664, 0.4039], [1.6190, -0.5246, 1.3526], [2.7112, -0.8451, 0.7142], [-1.7571, 0.4294, 0.5690], [-2.4769, -2.1060, 0.6392], [-3.3308, 2.2942, 0.8900], [-3.1281, -0.6770, -1.3462], [-1.1713, 2.9540, 0.0846], [-2.9078, -0.7415, 0.1396], [-2.3043, 1.9482, -0.1054], [1.0252, 0.0756, -1.8634], [3.4641, -0.8567, -1.2615], [3.4580, -1.0251, 1.3378]], "homo_ha": [0.0063, 0.0090], "charge": -2}